Record 1
10
Properties=species:S:1:pos:R:3 method="wB97M-V/def2-TZVPD" gap_ev="6.84 / 6.86" largest_force_ha_per_bohr=0.037 de_lowest_kcal_mol=119.04 e_tot_ev=-9672.292
N -1.9893 0.0228 0.4676
C -0.6792 0.0008 0.1978
N -1.5633 -1.9640 -0.0769
N -0.4978 -1.5958 0.0849
O 2.1249 -0.9512 0.1023
C 1.8004 0.2021 -0.1122
C 0.4302 0.7297 -0.0899
H -2.4971 0.8053 0.0612
H 2.5765 0.9564 -0.3627
H 0.2947 1.7938 -0.2722

Record 2
57
Properties=species:S:1:pos:R:3 method="wB97M-V/def2-TZVPD" gap_ev="8.27 / 9.14" largest_force_ha_per_bohr=0.078 de_lowest_kcal_mol=0.00 e_tot_ev=-65200.884 s2=3.76 multiplicity=4
V -0.2793 -2.4845 0.6696
O 0.0343 -1.2757 -1.0437
C 0.2349 -0.0263 -0.4492
C -0.9430 0.1745 0.4768
O -0.8575 -0.7019 1.5674
H 0.4214 0.6722 -1.2173
H 1.1349 -0.1013 0.1853
H -1.8725 -0.0409 0.0450
H -0.9377 1.1262 0.8635
O -1.0424 -1.6315 4.2398
H -1.6738 -1.2285 4.8590
H -0.9822 -1.1533 3.4418
O 3.0846 2.5194 -1.4628
H 2.2696 2.9203 -1.6213
H 3.2228 2.0060 -2.2705
O 0.2374 -2.3861 -3.3974
H 0.0860 -1.9404 -2.5359
H 0.3784 -1.6322 -3.9280
O -3.3576 1.4506 -1.9192
H -3.1858 2.0552 -1.1818
H -2.9037 1.8851 -2.5896
O -2.5324 -1.2272 -2.0842
H -1.6258 -1.0747 -1.7419
H -3.0250 -0.4046 -1.9397
O 0.1023 0.9341 3.3015
H 1.0340 0.7457 3.2331
H -0.2768 0.3521 2.6120
O -1.0705 1.8205 -3.2135
H -0.9723 1.9686 -2.2677
H -0.2059 2.1040 -3.5042
O 2.3289 0.2626 -2.9806
H 1.9502 0.7990 -3.6639
H 1.6107 0.2788 -2.3749
O 0.9834 2.5072 0.9365
H 1.3121 1.6375 1.0029
H 0.2578 2.5162 1.5181
O -2.9670 2.6994 0.3639
H -2.2486 2.1370 0.5538
H -3.6129 2.2761 0.8767
O 2.7767 -1.7618 -1.2143
H 1.8833 -1.5909 -0.9523
H 2.6943 -1.2143 -2.0104
O -3.3543 0.5139 2.1342
H -2.5715 0.0047 1.9936
H -3.6380 0.6134 3.0406
O -2.1316 -3.2387 -0.1172
H -2.4935 -4.0854 -0.4160
H -2.4670 -2.5111 -0.6074
O 3.9090 0.1862 0.3363
H 3.5597 -0.3897 -0.2987
H 3.7096 1.0192 -0.1237
O 2.7024 -0.1596 2.6494
H 3.0871 -0.7549 3.3379
H 3.1944 0.0432 1.8650
O 1.5202 -2.4372 2.0181
H 1.4924 -3.0804 2.7324
H 2.0157 -1.6960 2.2731